No. 1
Computed, not measured: a cluster of 9 separate species, C22H44Br16ClF2NO2S in total in a non-equilibrium geometry, with ωB97M-V with the def2-TZVPD basis set.

As for the LUMO energy: 0.008 hartree. The HOMO energy is -9.9 eV. As for the SMILES: CC[C@@H](Cl)N(C[C@H](C)F)S(=O)(=O)F.BrCCBr.BrCCBr.BrCCBr.BrCCBr.BrCCBr.BrCCBr.BrCCBr.BrCCBr. The calculation puts the frontier orbital gap at 10.11 eV.

ORCA input file:
```
! wB97M-V def2-TZVPD RIJCOSX def2/J DEFGRID3
* xyz 0 1
C 4.19 -0.42 -0.83
C 2.92 0.27 -0.32
C 3.06 1.59 0.43
Cl 4.40 1.59 1.60
N 3.10 2.82 -0.39
C 3.94 2.78 -1.60
C 5.44 2.72 -1.29
C 5.91 3.85 -0.39
F 6.04 2.90 -2.55
S 1.64 3.49 -0.61
O 0.98 3.63 0.63
O 1.74 4.60 -1.48
F 0.86 2.36 -1.39
H 4.02 -1.50 -0.85
H 5.05 -0.25 -0.19
H 4.44 -0.14 -1.86
H 2.28 0.47 -1.18
H 2.36 -0.43 0.30
H 2.18 1.67 1.07
H 3.64 1.99 -2.30
H 3.81 3.72 -2.13
H 5.76 1.75 -0.93
H 6.78 3.53 0.17
H 5.14 4.15 0.32
H 6.18 4.70 -1.03
Br -2.35 2.14 4.00
C -0.53 2.03 4.66
C 0.48 2.22 3.56
Br 0.63 0.64 2.44
H -0.43 1.07 5.15
H -0.44 2.83 5.40
H 1.47 2.38 3.98
H 0.24 3.05 2.90
Br 5.63 0.73 4.76
C 5.89 -1.19 4.86
C 6.96 -1.68 3.92
Br 6.34 -1.74 2.08
H 4.92 -1.65 4.67
H 6.19 -1.39 5.89
H 7.24 -2.70 4.16
H 7.84 -1.04 3.94
Br 5.32 4.48 5.36
C 7.18 4.48 5.91
C 8.10 4.83 4.77
Br 8.32 3.35 3.53
H 7.38 3.50 6.33
H 7.25 5.24 6.69
H 9.10 5.04 5.14
H 7.74 5.67 4.19
Br 1.21 0.11 -3.93
C -0.15 1.39 -4.44
C -1.27 0.73 -5.19
Br -0.78 0.29 -7.02
H 0.35 2.17 -5.03
H -0.51 1.82 -3.51
H -2.12 1.40 -5.27
H -1.57 -0.20 -4.72
Br -2.12 -0.92 -1.46
C -3.29 -1.89 -2.68
C -2.86 -3.32 -2.86
Br -1.30 -3.46 -4.02
H -3.30 -1.34 -3.62
H -4.28 -1.85 -2.23
H -3.65 -3.89 -3.35
H -2.60 -3.79 -1.92
Br -4.53 -5.74 -0.33
C -4.70 -7.33 -1.44
C -4.15 -7.10 -2.82
Br -5.34 -6.03 -3.91
H -5.75 -7.60 -1.45
H -4.13 -8.10 -0.93
H -4.03 -8.04 -3.35
H -3.19 -6.58 -2.80
Br -7.96 -0.23 1.27
C -7.34 -2.07 1.34
C -6.25 -2.34 0.34
Br -6.95 -2.51 -1.47
H -8.21 -2.70 1.19
H -6.95 -2.20 2.35
H -5.77 -3.29 0.55
H -5.50 -1.55 0.31
Br -11.62 -0.31 -0.37
C -10.53 -1.16 -1.74
C -11.00 -0.83 -3.13
Br -12.61 -1.80 -3.61
H -10.56 -2.23 -1.54
H -9.53 -0.79 -1.57
H -10.25 -1.12 -3.86
H -11.23 0.23 -3.24
*
```

***

No. 2
Computed, not measured: a cluster of 7 separate species, C22H44Br6O12 in total in a non-equilibrium geometry, with ωB97M-V with the def2-TZVPD basis set.

The energy above the lowest of the compared OMol25 structures with the same formula, charge and spin comes out at 0.0 kcal/mol. As for the LUMO energy: 0.018 hartree. The HOMO energy is -9.6 eV. As for the SMILES: CCOC(=O)OC.CCOC(=O)OC.CCOC(=O)OC.CCOC(=O)OC.BrCCBr.BrCCBr.BrCCBr. The calculation puts the frontier orbital gap at 10.11 eV.

ORCA input file:
```
! wB97M-V def2-TZVPD RIJCOSX def2/J DEFGRID3
* xyz 0 1
C 1.18 6.54 -2.75
C 1.82 5.41 -3.53
O 1.20 4.20 -3.27
C 0.27 3.77 -4.08
O -0.19 4.37 -5.06
O -0.15 2.58 -3.71
C -1.26 1.99 -4.45
H 1.45 6.50 -1.68
H 0.08 6.36 -2.73
H 1.33 7.49 -3.28
H 2.87 5.26 -3.27
H 1.76 5.59 -4.59
H -0.85 1.91 -5.45
H -2.12 2.66 -4.36
H -1.48 1.01 -4.07
C 1.25 1.90 4.00
C 0.48 2.46 2.84
O 0.99 1.91 1.59
C 2.12 2.48 1.04
O 2.79 3.38 1.49
O 2.28 1.90 -0.16
C 3.29 2.42 -0.97
H 0.94 0.87 4.11
H 0.85 2.49 4.87
H 2.32 2.04 3.85
H 0.61 3.54 2.77
H -0.54 2.09 2.84
H 3.07 3.46 -1.19
H 3.31 1.83 -1.90
H 4.27 2.30 -0.50
C 1.51 -1.96 6.06
C 2.16 -3.08 5.32
O 1.64 -3.24 3.96
C 1.89 -2.43 2.90
O 1.26 -2.53 1.84
O 2.89 -1.57 3.12
C 3.39 -0.89 1.96
H 1.65 -0.99 5.58
H 1.88 -1.92 7.10
H 0.44 -2.16 6.11
H 1.93 -4.06 5.68
H 3.27 -2.99 5.34
H 3.82 -1.62 1.29
H 4.12 -0.21 2.46
H 2.69 -0.23 1.45
C -3.71 -1.47 -2.54
C -4.37 -1.85 -1.19
O -5.46 -2.78 -1.49
C -5.98 -3.37 -0.42
O -5.54 -3.17 0.74
O -7.02 -4.11 -0.71
C -7.83 -4.48 0.41
H -3.23 -2.39 -2.93
H -2.92 -0.75 -2.37
H -4.46 -1.09 -3.24
H -4.82 -0.98 -0.73
H -3.65 -2.29 -0.51
H -7.96 -3.57 0.99
H -7.31 -5.23 1.02
H -8.71 -4.90 -0.04
Br 3.51 1.39 -4.84
C 4.01 -0.44 -4.44
C 4.95 -0.55 -3.28
Br 5.70 -2.32 -3.13
H 4.43 -0.91 -5.34
H 3.09 -0.99 -4.28
H 4.47 -0.37 -2.34
H 5.81 0.10 -3.35
Br -1.44 -1.16 3.81
C -2.69 -2.05 2.47
C -3.08 -3.49 2.88
Br -1.43 -4.65 2.67
H -2.11 -2.01 1.55
H -3.58 -1.41 2.34
H -3.89 -3.90 2.29
H -3.29 -3.57 3.94
Br -1.93 0.61 0.07
C -0.38 0.35 -1.05
C 0.37 -0.85 -0.54
Br 1.77 -1.24 -1.86
H 0.21 1.25 -1.00
H -0.72 0.14 -2.04
H -0.19 -1.75 -0.44
H 0.87 -0.57 0.37
*
```

***

No. 3
Computed, not measured: a cluster of 8 separate species, C22H44Cl10O6S3 in total in a non-equilibrium geometry, with ωB97M-V with the def2-TZVPD basis set.

As for the LUMO energy: 0.000 hartree. The HOMO energy is -9.7 eV. As for the SMILES: O=S1(=O)CCCC1.O=S1(=O)CCCC1.O=S1(=O)CCCC1.ClCCCl.ClCCCl.ClCCCl.ClCCCl.ClCCCl. The calculation puts the frontier orbital gap at 9.73 eV.

ORCA input file:
```
! wB97M-V def2-TZVPD RIJCOSX def2/J DEFGRID3
* xyz 0 1
O 15.32 12.09 13.10
S 15.89 13.41 13.00
O 17.19 13.75 13.60
C 15.87 13.92 11.24
C 14.55 14.76 11.07
C 14.46 15.57 12.31
C 14.58 14.61 13.56
H 16.09 13.02 10.65
H 16.74 14.56 11.11
H 14.74 15.45 10.25
H 13.66 14.15 10.94
H 13.67 16.32 12.37
H 15.29 16.28 12.35
H 13.73 13.93 13.71
H 14.78 15.01 14.56
O 17.75 6.16 14.05
S 18.21 7.50 14.39
O 18.69 7.82 15.78
C 19.44 8.07 13.17
C 18.76 9.19 12.30
C 17.73 9.89 13.13
C 16.91 8.70 13.81
H 19.68 7.20 12.56
H 20.34 8.34 13.72
H 19.50 9.84 11.82
H 18.34 8.65 11.46
H 17.12 10.50 12.46
H 18.27 10.56 13.80
H 16.51 8.19 12.93
H 16.07 8.86 14.48
O 12.91 12.19 9.80
S 12.49 12.35 8.41
O 12.61 11.22 7.48
C 10.80 13.02 8.38
C 10.89 14.02 7.23
C 12.18 14.86 7.43
C 13.32 13.83 7.62
H 10.76 13.61 9.30
H 10.08 12.21 8.53
H 10.97 13.42 6.32
H 10.02 14.64 7.03
H 12.10 15.61 8.22
H 12.42 15.52 6.60
H 14.07 14.15 8.34
H 13.90 13.50 6.76
Cl 17.45 11.05 9.78
C 15.80 10.70 9.23
C 14.88 9.94 10.16
Cl 15.27 8.24 10.26
H 15.88 10.27 8.23
H 15.40 11.70 9.03
H 13.86 9.86 9.77
H 14.84 10.35 11.17
Cl 12.43 8.95 17.24
C 12.50 7.33 17.96
C 13.44 6.43 17.17
Cl 12.97 6.18 15.44
H 11.49 6.92 17.99
H 12.93 7.46 18.96
H 13.46 5.44 17.63
H 14.45 6.84 17.12
Cl 11.94 6.16 8.69
C 11.28 7.76 8.77
C 10.04 7.96 9.67
Cl 9.27 9.56 9.39
H 11.00 8.04 7.75
H 12.07 8.41 9.15
H 10.18 7.83 10.74
H 9.38 7.22 9.23
Cl 7.86 11.95 13.12
C 8.44 11.73 14.74
C 7.86 12.87 15.65
Cl 8.74 12.94 17.17
H 9.53 11.66 14.69
H 8.19 10.70 15.01
H 6.78 12.69 15.69
H 7.93 13.82 15.12
Cl 12.12 12.21 14.18
C 12.25 11.01 12.96
C 12.60 9.65 13.53
Cl 12.24 8.36 12.34
H 12.87 11.43 12.17
H 11.30 10.93 12.42
H 12.03 9.36 14.42
H 13.67 9.58 13.71
*
```

***

Repeat the third record exactly.
Computed, not measured: a cluster of 8 separate species, C22H44Cl10O6S3 in total in a non-equilibrium geometry, with ωB97M-V with the def2-TZVPD basis set.

As for the LUMO energy: 0.000 hartree. The HOMO energy is -9.7 eV. As for the SMILES: O=S1(=O)CCCC1.O=S1(=O)CCCC1.O=S1(=O)CCCC1.ClCCCl.ClCCCl.ClCCCl.ClCCCl.ClCCCl. The calculation puts the frontier orbital gap at 9.73 eV.

ORCA input file:
```
! wB97M-V def2-TZVPD RIJCOSX def2/J DEFGRID3
* xyz 0 1
O 15.32 12.09 13.10
S 15.89 13.41 13.00
O 17.19 13.75 13.60
C 15.87 13.92 11.24
C 14.55 14.76 11.07
C 14.46 15.57 12.31
C 14.58 14.61 13.56
H 16.09 13.02 10.65
H 16.74 14.56 11.11
H 14.74 15.45 10.25
H 13.66 14.15 10.94
H 13.67 16.32 12.37
H 15.29 16.28 12.35
H 13.73 13.93 13.71
H 14.78 15.01 14.56
O 17.75 6.16 14.05
S 18.21 7.50 14.39
O 18.69 7.82 15.78
C 19.44 8.07 13.17
C 18.76 9.19 12.30
C 17.73 9.89 13.13
C 16.91 8.70 13.81
H 19.68 7.20 12.56
H 20.34 8.34 13.72
H 19.50 9.84 11.82
H 18.34 8.65 11.46
H 17.12 10.50 12.46
H 18.27 10.56 13.80
H 16.51 8.19 12.93
H 16.07 8.86 14.48
O 12.91 12.19 9.80
S 12.49 12.35 8.41
O 12.61 11.22 7.48
C 10.80 13.02 8.38
C 10.89 14.02 7.23
C 12.18 14.86 7.43
C 13.32 13.83 7.62
H 10.76 13.61 9.30
H 10.08 12.21 8.53
H 10.97 13.42 6.32
H 10.02 14.64 7.03
H 12.10 15.61 8.22
H 12.42 15.52 6.60
H 14.07 14.15 8.34
H 13.90 13.50 6.76
Cl 17.45 11.05 9.78
C 15.80 10.70 9.23
C 14.88 9.94 10.16
Cl 15.27 8.24 10.26
H 15.88 10.27 8.23
H 15.40 11.70 9.03
H 13.86 9.86 9.77
H 14.84 10.35 11.17
Cl 12.43 8.95 17.24
C 12.50 7.33 17.96
C 13.44 6.43 17.17
Cl 12.97 6.18 15.44
H 11.49 6.92 17.99
H 12.93 7.46 18.96
H 13.46 5.44 17.63
H 14.45 6.84 17.12
Cl 11.94 6.16 8.69
C 11.28 7.76 8.77
C 10.04 7.96 9.67
Cl 9.27 9.56 9.39
H 11.00 8.04 7.75
H 12.07 8.41 9.15
H 10.18 7.83 10.74
H 9.38 7.22 9.23
Cl 7.86 11.95 13.12
C 8.44 11.73 14.74
C 7.86 12.87 15.65
Cl 8.74 12.94 17.17
H 9.53 11.66 14.69
H 8.19 10.70 15.01
H 6.78 12.69 15.69
H 7.93 13.82 15.12
Cl 12.12 12.21 14.18
C 12.25 11.01 12.96
C 12.60 9.65 13.53
Cl 12.24 8.36 12.34
H 12.87 11.43 12.17
H 11.30 10.93 12.42
H 12.03 9.36 14.42
H 13.67 9.58 13.71
*
```